Entry 1:
Molecular formula: C25H43F3GaO3P2S
Method: DFT, wB97M-V/def2-TZVPD

Cartesian coordinates (Å):
Ga (-2.949, 0.233, 1.960)
C (1.041, 0.285, 4.635)
C (2.064, 0.807, 3.802)
C (0.245, 2.186, 3.663)
C (-0.069, 1.157, 4.574)
C (1.574, 1.994, 3.209)
C (1.164, -0.879, 5.538)
H (1.972, -1.560, 5.221)
H (0.222, -1.444, 5.544)
H (1.386, -0.558, 6.575)
C (-1.280, 1.122, 5.415)
H (-1.354, 0.186, 5.972)
H (-2.184, 1.236, 4.805)
H (-1.268, 1.949, 6.143)
C (-0.642, 3.330, 3.354)
H (-0.715, 4.015, 4.213)
H (-1.659, 2.988, 3.115)
H (-0.260, 3.908, 2.511)
C (2.351, 2.928, 2.373)
H (2.948, 3.604, 2.998)
H (1.676, 3.529, 1.763)
H (3.042, 2.390, 1.721)
C (3.441, 0.277, 3.687)
H (4.153, 0.846, 4.309)
H (3.790, 0.347, 2.652)
H (3.487, -0.774, 4.003)
C (-0.185, -2.353, 0.748)
C (0.832, -2.604, 1.605)
C (2.303, -2.415, 1.398)
C (2.463, -1.514, 0.150)
C (1.863, -0.159, 0.434)
C (0.759, 0.421, -0.030)
C (-0.406, -0.216, -0.728)
C (-0.371, -1.770, -0.639)
H (2.843, -3.368, 1.228)
H (2.024, -2.036, -0.704)
H (2.780, -1.997, 2.302)
H (0.317, -2.153, -1.413)
H (-1.174, -2.523, 1.217)
H (0.544, -2.860, 2.635)
H (-1.379, -2.112, -0.923)
H (-1.352, 0.108, -0.239)
H (0.574, 1.479, 0.222)
H (-0.508, 0.141, -1.792)
H (3.538, -1.404, -0.056)
H (2.536, 0.440, 1.080)
P (-1.020, -0.453, -4.724)
P (-0.776, 2.185, -6.102)
C (-1.030, -0.530, -6.608)
C (-1.384, 0.820, -7.211)
H (-1.758, -1.288, -6.921)
H (-0.039, -0.859, -6.952)
H (-0.957, 0.960, -8.211)
H (-2.470, 0.954, -7.273)
C (-1.483, 3.584, -7.075)
H (-1.065, 4.535, -6.708)
H (-2.569, 3.600, -6.904)
H (-1.280, 3.469, -8.153)
C (0.919, 2.291, -6.879)
H (0.844, 2.256, -7.982)
H (1.547, 1.459, -6.523)
H (1.399, 3.233, -6.564)
C (-2.494, -1.508, -4.454)
H (-2.559, -1.759, -3.391)
H (-2.437, -2.425, -5.049)
H (-3.387, -0.938, -4.734)
C (0.354, -1.652, -4.509)
H (1.276, -1.185, -4.874)
H (0.161, -2.575, -5.067)
H (0.477, -1.882, -3.447)
F (-3.282, -3.763, 5.634)
C (-2.476, -2.724, 5.356)
F (-2.702, -1.749, 6.269)
F (-1.184, -3.141, 5.514)
S (-2.706, -2.138, 3.575)
O (-2.552, -3.382, 2.853)
O (-3.990, -1.416, 3.453)
O (-1.558, -1.188, 3.406)

Calculated values
- Highest occupied orbital energy (spin up / spin down): -9.22 / -9.22 eV
- Multiplicity: 1
- Net charge: +1
- Energy relative to the best compared isomer or geometry (same formula, charge and spin): 7.3 kJ/mol
- Frontier orbital gap (spin up / spin down): 3.34 / 3.24 eV

Atomic partial charges in e from the Löwdin method, atoms 1 to 8: Ga 1.023; C -0.098; C -0.115; C -0.136; C -0.144; C -0.140; C 0.024; H 0.096

---

Entry 2:
Molecular formula: C25H43F3O3P2SSm
Method: DFT, wB97M-V/def2-TZVPD

Cartesian coordinates (Å):
Sm (-0.988, 1.328, 2.027)
C (0.378, 0.705, 3.935)
C (1.235, 1.127, 2.831)
C (-0.073, 2.925, 3.500)
C (-0.433, 1.819, 4.320)
C (0.966, 2.522, 2.592)
C (0.540, -0.433, 4.863)
H (0.914, -1.320, 4.355)
H (-0.428, -0.681, 5.322)
H (1.230, -0.155, 5.682)
C (-1.473, 1.756, 5.388)
H (-1.017, 1.504, 6.362)
H (-2.240, 0.981, 5.173)
H (-1.971, 2.737, 5.479)
C (-0.871, 4.164, 3.361)
H (-1.282, 4.426, 4.341)
H (-1.709, 4.034, 2.641)
H (-0.211, 4.964, 3.006)
C (1.576, 3.477, 1.616)
H (2.350, 4.088, 2.108)
H (0.811, 4.170, 1.232)
H (2.026, 2.964, 0.761)
C (2.244, 0.296, 2.118)
H (3.247, 0.756, 2.121)
H (1.967, 0.160, 1.062)
H (2.301, -0.687, 2.593)
C (0.313, -3.468, 0.463)
C (1.323, -3.126, 1.289)
C (2.780, -2.999, 0.907)
C (3.077, -2.936, -0.612)
C (2.918, -1.621, -1.323)
C (1.776, -0.978, -1.607)
C (0.471, -1.348, -0.930)
C (0.015, -2.829, -0.878)
H (3.237, -3.923, 1.334)
H (2.618, -3.777, -1.155)
H (3.235, -2.131, 1.406)
H (0.462, -3.404, -1.702)
H (-0.372, -4.311, 0.717)
H (1.117, -3.128, 2.366)
H (-1.081, -2.883, -1.041)
H (0.567, -1.041, 0.142)
H (1.831, -0.100, -2.285)
H (-0.339, -0.734, -1.365)
H (4.148, -3.139, -0.706)
H (3.837, -1.155, -1.719)
P (-0.784, -0.610, -3.763)
P (-0.910, 2.356, -3.979)
C (-1.142, -0.028, -5.527)
C (-1.641, 1.423, -5.463)
H (-1.894, -0.699, -5.972)
H (-0.224, -0.107, -6.130)
H (-1.480, 1.994, -6.391)
H (-2.726, 1.440, -5.285)
C (-1.399, 4.017, -4.624)
H (-0.902, 4.793, -4.024)
H (-2.484, 4.142, -4.507)
H (-1.136, 4.146, -5.686)
C (0.868, 2.448, -4.495)
H (1.003, 2.529, -5.582)
H (1.445, 1.596, -4.119)
H (1.273, 3.351, -4.017)
C (-2.211, -1.740, -3.429)
H (-2.318, -1.804, -2.334)
H (-2.034, -2.747, -3.841)
H (-3.148, -1.328, -3.833)
C (0.537, -1.856, -4.137)
H (0.512, -2.207, -5.188)
H (0.373, -2.696, -3.444)
H (1.536, -1.421, -3.947)
F (-3.033, -3.554, 4.426)
C (-3.220, -2.231, 4.162)
F (-4.546, -1.973, 3.986)
F (-2.780, -1.516, 5.252)
S (-2.269, -1.723, 2.638)
O (-0.859, -1.972, 2.936)
O (-2.877, -2.390, 1.532)
O (-2.551, -0.229, 2.693)

Calculated values
- Highest occupied orbital energy (spin up / spin down): -9.77 / -9.77 eV
- Expectation value of S²: 8.7793
- Multiplicity: 6
- Net charge: +1
- Energy relative to the best compared isomer or geometry (same formula, charge and spin): 255.2 kJ/mol
- Frontier orbital gap (spin up / spin down): 4.82 / 5.72 eV

Atomic partial charges in e from the Löwdin method, atoms 1 to 8: Sm 1.893; C -0.312; C -0.312; C -0.365; C -0.328; C -0.351; C -0.018; H 0.074

---

Entry 3:
Molecular formula: C25H43F3P2Sm
Method: DFT, wB97M-V/def2-TZVPD

Cartesian coordinates (Å):
Sm (-0.350, 1.376, 1.896)
C (0.184, 0.385, 3.912)
C (1.376, 0.999, 3.384)
C (-0.166, 2.702, 3.845)
C (-0.757, 1.439, 4.229)
C (1.158, 2.429, 3.327)
C (0.016, -1.035, 4.324)
H (0.209, -1.748, 3.511)
H (-1.008, -1.184, 4.660)
H (0.682, -1.295, 5.160)
C (-1.846, 1.306, 5.244)
H (-1.713, 0.400, 5.850)
H (-2.829, 1.275, 4.773)
H (-1.825, 2.179, 5.907)
C (-0.693, 4.049, 4.283)
H (-1.006, 4.027, 5.343)
H (-1.554, 4.373, 3.675)
H (0.097, 4.808, 4.205)
C (2.163, 3.491, 2.985)
H (2.384, 4.090, 3.890)
H (1.748, 4.177, 2.227)
H (3.105, 3.048, 2.614)
C (2.603, 0.288, 2.930)
H (3.494, 0.924, 2.985)
H (2.493, 0.004, 1.873)
H (2.799, -0.609, 3.527)
C (-0.309, -3.624, 0.954)
C (0.737, -3.600, 1.793)
C (2.123, -3.062, 1.568)
C (2.632, -3.171, 0.122)
C (2.598, -1.852, -0.583)
C (1.473, -1.341, -1.082)
C (0.138, -1.475, -0.406)
C (-0.449, -2.931, -0.370)
H (2.793, -3.634, 2.252)
H (2.033, -3.927, -0.406)
H (2.180, -2.004, 1.916)
H (-0.034, -3.492, -1.226)
H (-1.205, -4.186, 1.256)
H (0.623, -4.070, 2.778)
H (-1.538, -2.880, -0.585)
H (0.131, -1.057, 0.633)
H (1.502, -0.682, -1.983)
H (-0.572, -0.870, -1.015)
H (3.648, -3.610, 0.114)
H (3.588, -1.427, -0.814)
P (-0.672, -1.043, -3.582)
P (-0.768, 1.934, -4.140)
C (-0.876, -0.567, -5.391)
C (-1.418, 0.838, -5.522)
H (-1.563, -1.288, -5.854)
H (0.099, -0.638, -5.893)
H (-1.112, 1.276, -6.481)
H (-2.514, 0.853, -5.465)
C (-1.484, 3.427, -4.965)
H (-1.099, 4.337, -4.495)
H (-2.569, 3.386, -4.817)
H (-1.263, 3.417, -6.041)
C (0.952, 2.014, -4.834)
H (0.938, 2.031, -5.934)
H (1.535, 1.152, -4.488)
H (1.433, 2.924, -4.455)
C (-2.341, -1.814, -3.439)
H (-2.580, -1.974, -2.382)
H (-2.356, -2.769, -3.979)
H (-3.096, -1.138, -3.862)
C (0.386, -2.494, -3.987)
H (0.994, -2.267, -4.877)
H (-0.247, -3.367, -4.196)
H (1.067, -2.694, -3.149)
F (-3.865, 1.657, 2.880)
C (-3.145, 1.312, 1.738)
F (-3.794, 0.181, 1.291)
F (-3.499, 2.312, 0.846)

Calculated values
- Highest occupied orbital energy (spin up / spin down): -10.13 / -10.13 eV
- Expectation value of S²: 8.7739
- Multiplicity: 6
- Net charge: +1
- Frontier orbital gap (spin up / spin down): 5.42 / 6.15 eV

Atomic partial charges in e from the Löwdin method, atoms 1 to 8: Sm 1.828; C -0.358; C -0.355; C -0.327; C -0.321; C -0.356; C 0.001; H 0.062

---

Q: Which value of net charge does entry 2 give?
A: +1